Run a
# C3H5NS

One molecule with the formula C3H5NS (wB97M-V/def2-TZVPD, OMol25).

Output
- orbital gap (eV) = 8.2
- HOMO (Ha) = -0.314

Atoms and positions in Å:
C: -1.88266 -0.36929 0.11958
H: 3.45440 -0.01444 0.96316
H: -0.41757 1.75966 -0.27690
S: 2.35632 -0.54754 -0.12180
H: -2.12072 -1.58194 0.04530
N: 1.64261 1.05004 0.06972
H: -2.71148 0.26785 0.12834
H: -0.01840 -1.28085 -0.52287
C: 0.24264 1.00330 -0.27531
C: -0.54513 -0.28680 -0.12920


Run b
# C3H5NS

A 2-piece molecular cluster, C3H5NS overall (wB97M-V/def2-TZVPD, OMol25).

Output
- orbital gap (eV) = 8.5
- HOMO (Ha) = -0.338

Atoms and positions in Å:
H: -0.89184 -1.06435 1.22737
C: -0.26070 0.87352 1.61307
H: 0.35330 -0.13841 -2.39648
H: -1.00111 0.06403 -0.14179
H: 1.86298 0.56308 -1.59174
N: 0.41411 1.62064 2.15415
S: 1.59104 -1.75393 -1.20842
H: -2.17100 0.17751 1.20056
C: -1.13406 -0.04276 0.93443
C: 1.23727 -0.29934 -1.79114


Run c
# C3H5NS

One molecule with the formula C3H5NS (wB97M-V/def2-TZVPD, OMol25).

Output
- orbital gap (eV) = 10.0
- HOMO (Ha) = -0.339

Atoms and positions in Å:
H: -0.25555 -1.34539 1.22402
N: -2.53053 0.32668 -0.53911
C: 1.10985 0.99479 -0.00363
H: 1.46487 1.06147 0.93447
H: -0.75529 -2.06245 -0.24561
S: 1.12808 -0.64552 -0.54870
C: -0.44054 -1.08682 0.13824
H: 0.13695 1.42863 -0.07252
H: 1.75650 1.55224 -0.72786
C: -1.61434 -0.22361 -0.15930


Stability ranking, top and bottom: run c is the most stable and run a is the least stable.


Run a
# C3H5NS

One molecule with the formula C3H5NS (wB97M-V/def2-TZVPD, OMol25).

Output
- orbital gap (eV) = 9.9
- HOMO (Ha) = -0.340

Atoms and positions in Å:
H: 0.13663 2.49643 0.42873
H: -0.18623 -1.99894 1.35157
N: 0.81798 0.56778 0.41331
H: -1.46443 -1.69703 0.23570
S: -1.00892 0.82856 -1.20258
C: -0.34074 -1.64091 0.37747
C: 0.47510 1.71795 -0.34381
C: -0.10817 -0.25347 0.00090
H: 1.35209 2.17078 -0.91037
H: 0.32668 -2.19113 -0.35093


Run b
# C3H5NS

A 2-piece molecular cluster, C3H5NS overall (wB97M-V/def2-TZVPD, OMol25).

Output
- orbital gap (eV) = 10.0
- HOMO (Ha) = -0.343

Atoms and positions in Å:
N: -0.03679 0.69504 0.08945
H: -0.43914 -0.86490 -1.26602
H: -1.62050 0.15256 1.37347
C: -0.92807 -0.08852 -0.75625
C: 2.37116 0.92001 -0.30509
C: -0.96593 -0.20177 0.64211
S: 2.85676 -0.44458 0.09756
H: -0.62739 1.47169 0.28053
H: -0.51930 -1.15604 1.00953
H: -1.82046 0.37676 -1.26189


Stability ranking, top and bottom: run a is the most stable and run b is the least stable.


Run a
# C5H13OPS

A 2-piece molecular cluster, C5H13OPS overall (wB97M-V/def2-TZVPD, OMol25).

Output
- orbital gap (eV) = 8.2
- HOMO (Ha) = -0.318

Atoms and positions in Å:
H: 3.60900 -0.05072 -0.13876
H: 0.68976 -1.37279 -1.84673
P: -4.66005 -0.51826 0.06453
C: 1.51210 -0.62711 -1.70717
H: 2.96221 0.22293 1.46060
C: -4.06713 -0.06028 1.84693
H: 1.42785 0.14876 -2.53069
C: 2.72102 -0.25498 0.48331
H: -4.33432 0.97504 1.99711
C: 1.13845 1.56805 -0.42762
H: 2.11599 2.11939 -0.50249
H: 2.53493 -1.03715 -1.77912
O: -3.42744 -0.55892 -0.69848
C: 1.44192 0.07925 -0.33942
H: 0.62747 1.77117 -1.35677
S: 0.09288 -0.75196 0.61127
H: -4.51020 -0.64911 2.54025
H: 0.59749 1.87140 0.47141
H: 2.80145 -1.36993 0.56341
H: -2.91620 -0.15008 1.79896
H: -0.35719 -1.35470 -0.51053


Run b
# C5H13OPS

A 2-piece molecular cluster, C5H13OPS overall (wB97M-V/def2-TZVPD, OMol25).

Output
- orbital gap (eV) = 8.8
- HOMO (Ha) = -0.308

Atoms and positions in Å:
C: 1.03860 0.46569 -0.00930
H: 1.72456 -0.21105 -0.56041
H: -1.32150 -0.16333 -2.57117
H: 0.50313 -0.58210 -2.45018
S: -1.35501 -2.27628 1.45971
C: -0.28810 0.16275 -2.23428
O: -1.70771 -3.76423 0.93921
H: 2.30173 0.79091 1.57963
H: 0.66390 1.51580 2.00727
P: 1.93998 1.98896 -0.93879
H: 0.74513 -0.29743 2.09534
C: 1.20306 0.60340 1.50967
H: 2.85059 2.08695 0.18729
H: 1.13914 2.94164 -0.46274
H: -0.08473 1.10668 -2.82130
H: -1.29643 0.49239 1.10373
C: -1.38573 0.38005 0.01112
H: -2.33080 0.36791 -0.43665
H: -2.37862 -2.10093 2.30680
H: -1.65968 -3.85807 -0.01254
C: -0.30151 0.35029 -0.70239


Stability ranking, top and bottom: run a is the most stable and run b is the least stable.


Run a
# C2H13NO4

A 4-piece molecular cluster, C2H13NO4 overall (wB97M-V/def2-TZVPD, OMol25).

Output
- orbital gap (eV) = 9.5
- HOMO (Ha) = -0.326

Atoms and positions in Å:
H: -1.17229 4.19886 -0.07802
O: -1.35876 1.16748 2.10546
O: -1.97642 3.75318 -0.34425
H: -2.31730 3.21456 0.37753
H: 0.65785 -2.04644 -0.11638
H: 3.81465 -3.90999 -1.21376
C: 0.11365 -1.15974 0.19561
H: -0.85609 -0.22707 -1.42078
H: -1.89182 -1.49726 -0.09794
H: -1.48868 -1.09546 1.43305
H: 3.97035 -2.42603 -1.34934
O: 3.28990 -3.11096 -1.34629
N: -1.19670 -1.61996 0.62111
H: -0.77646 1.45691 2.81923
H: 0.89089 -0.26565 -1.63813
H: -0.85738 1.47574 1.32805
C: 0.09165 -0.13108 -0.92321
H: 0.80511 -0.84155 0.98250
H: 0.06547 1.88765 -0.98581
O: 0.19238 1.17681 -0.34863


Run b
# C2H13NO4

A 5-piece molecular cluster, C2H13NO4 overall (wB97M-V/def2-TZVPD, OMol25).

Output
- orbital gap (eV) = 8.7
- HOMO (Ha) = -0.312

Atoms and positions in Å:
H: 2.82291 1.85195 -0.01475
H: 1.97806 -0.96089 -2.25793
H: 0.25850 2.47803 0.28241
C: 1.22572 0.61357 0.67640
O: -1.78775 -3.45328 -2.54423
O: 1.68690 -1.86089 -2.02157
H: 0.85594 -0.36971 0.93736
H: -0.77484 0.73722 4.64519
O: -0.65295 1.49587 4.09551
H: -2.00243 -0.21435 -0.48561
H: -1.19050 -2.71498 -2.35516
O: -2.35830 0.09213 -1.30682
H: 3.15494 0.09723 -0.09107
H: -1.52670 1.84206 3.98243
C: 2.47346 0.86438 0.25035
H: 1.04375 -1.61235 -1.34994
N: 0.22789 1.54173 0.61355
H: -2.28739 -3.03278 -3.27391
H: -0.52592 1.59761 1.29205
H: -2.62128 1.00746 -1.07423


Stability ranking, top and bottom: run a is the most stable and run b is the least stable.